# 1
88
Properties=species:S:1:pos:R:3 method="wB97M-V/def2-TZVPD" total_charge=+1 max_force_ha_per_bohr=0.0872 e_lumo_ev=-4.77 e_tot_ev=-63916.4235
C 4.438 -1.576 -0.450
C 3.601 -0.294 -0.470
C 3.997 0.488 -1.738
C 3.779 0.540 0.799
C 5.027 1.089 1.121
C 5.199 1.783 2.322
C 4.095 1.975 3.163
C 2.832 1.454 2.824
C 1.678 1.575 3.826
C 1.554 2.998 4.392
C 1.827 0.509 4.913
C 2.688 0.691 1.663
N 1.388 0.043 1.338
P -0.022 1.070 1.052
H -0.002 0.040 -3.067
N -1.010 -0.414 1.255
C -2.480 -0.274 1.468
C -3.377 -0.774 0.505
C -2.837 -1.469 -0.758
C -3.378 -0.776 -2.034
C -3.176 -2.958 -0.788
C -4.755 -0.724 0.745
C -5.253 -0.148 1.913
C -4.366 0.413 2.832
C -2.981 0.375 2.606
C -2.049 0.896 3.706
C -1.897 -0.158 4.803
C -2.490 2.262 4.263
C -0.297 -1.361 1.984
C 1.019 -1.110 2.028
H 4.182 -2.193 0.421
H 4.225 -2.139 -1.369
H 5.499 -1.293 -0.439
H 2.527 -0.533 -0.558
H 3.387 1.407 -1.873
H 5.098 0.734 -1.699
H 3.792 -0.208 -2.591
H 5.848 0.950 0.408
H 6.199 2.123 2.597
H 4.224 2.563 4.073
H 0.753 1.383 3.251
H 1.578 3.715 3.558
H 0.598 3.087 4.934
H 2.367 3.238 5.093
H 1.790 -0.491 4.447
H 2.788 0.628 5.453
H 1.012 0.596 5.646
H -1.743 -1.355 -0.752
H -3.061 0.291 -2.131
H -2.974 -1.313 -2.915
H -4.467 -0.864 -2.069
H -2.824 -3.466 0.115
H -4.261 -3.096 -0.848
H -2.700 -3.437 -1.650
H -5.430 -1.165 0.006
H -6.325 -0.186 2.093
H -4.769 0.923 3.708
H -1.070 1.059 3.219
H -1.467 -1.073 4.366
H -1.227 0.207 5.593
H -2.871 -0.400 5.271
H -2.694 2.942 3.423
H -3.389 2.199 4.896
H -1.676 2.678 4.882
H -0.769 -2.248 2.378
H 1.757 -1.778 2.442
Cl -4.713 -2.629 -6.083
C -3.245 -1.875 -5.541
C -2.189 -2.718 -5.137
C -1.002 -2.134 -4.689
C -0.912 -0.733 -4.626
C 0.324 -0.087 -4.091
C 0.666 1.309 -4.680
C 2.199 1.287 -4.932
C 2.652 -0.131 -4.644
C 1.583 -0.911 -4.297
C -1.873 0.109 -5.193
C -3.079 -0.477 -5.618
H -2.258 -3.812 -5.167
H -0.106 -2.768 -4.547
H 0.233 1.448 -5.679
H 0.313 2.101 -4.001
H 2.263 1.416 -6.023
H 2.742 2.083 -4.414
H 3.744 -0.417 -4.586
H 1.554 -2.017 -4.223
H -1.666 1.171 -5.417
H -3.889 0.138 -6.005

***

# 2
97
Properties=species:S:1:pos:R:3 method="wB97M-V/def2-TZVPD" multiplicity=2 total_charge=+2 max_force_ha_per_bohr=0.0316 relative_energy_kj_mol=35.1 e_lumo_ev="-5.23 / -7.72" e_tot_ev=-125634.2062
Zn 0.936 0.460 0.191
C 0.085 0.442 7.109
C 0.722 -0.646 6.234
C 2.223 -0.756 6.549
C 0.024 -1.974 6.533
C 0.598 -0.248 4.784
C 1.083 0.987 4.349
C 1.020 1.314 3.014
N 0.518 0.497 2.092
C 0.024 -0.692 2.476
C 0.046 -1.077 3.808
C -0.472 -1.558 1.388
C -1.161 -2.745 1.612
C -1.551 -3.560 0.549
C -1.230 -3.099 -0.731
C -0.566 -1.902 -0.885
N -0.196 -1.140 0.140
C -2.319 -4.848 0.733
C -1.602 -5.992 0.003
C -2.492 -5.227 2.205
C -3.709 -4.648 0.107
H 0.113 0.129 8.149
H -0.953 0.595 6.822
H 0.616 1.386 7.030
H 2.363 -1.016 7.594
H 2.737 0.183 6.366
H 2.690 -1.525 5.939
H 0.078 -2.185 7.597
H 0.500 -2.801 6.011
H -1.029 -1.921 6.261
H 1.544 1.677 5.035
H 1.409 2.257 2.656
H -0.328 -2.045 4.086
H -1.395 -3.038 2.620
H -1.487 -3.670 -1.608
H -0.310 -1.524 -1.865
H -0.597 -6.131 0.389
H -1.538 -5.815 -1.066
H -2.158 -6.913 0.156
H -1.530 -5.341 2.699
H -3.013 -6.178 2.275
H -3.087 -4.488 2.738
H -3.635 -4.454 -0.959
H -4.224 -3.813 0.574
H -4.303 -5.545 0.253
N 0.194 2.034 -0.607
C -0.480 2.979 -0.495
N -1.179 4.037 -0.437
C -2.407 4.196 -1.214
C -3.618 4.202 -0.282
C -3.460 5.260 0.808
C -2.173 4.993 1.585
C -0.978 5.015 0.633
H -2.478 3.383 -1.939
H -2.335 5.146 -1.752
H -3.717 3.218 0.181
H -4.517 4.393 -0.867
H -4.318 5.229 1.481
H -3.427 6.256 0.365
H -2.233 4.018 2.074
H -2.029 5.750 2.356
H -0.049 4.784 1.157
H -0.891 6.000 0.165
F 2.375 -0.023 -1.294
Sb 3.883 -0.231 0.089
F 4.467 -1.593 -1.086
F 4.997 1.005 -0.794
F 4.842 -0.400 1.685
F 2.866 1.333 0.721
F 2.502 -1.309 0.900
C 3.802 1.519 -3.882
P 2.028 1.111 -3.766
C 1.152 2.198 -4.935
C 0.550 3.362 -4.469
C -0.067 4.222 -5.362
C -0.074 3.923 -6.717
C 0.534 2.764 -7.178
C 1.138 1.888 -6.293
C 1.762 -0.608 -4.204
C 0.491 -1.025 -4.626
C 0.289 -2.344 -4.984
C 1.328 -3.263 -4.879
C 2.578 -2.855 -4.433
C 2.795 -1.540 -4.072
H 4.377 0.919 -3.176
H 3.955 2.573 -3.650
H 4.150 1.326 -4.900
H 0.568 3.584 -3.410
H -0.552 5.119 -5.002
H -0.547 4.599 -7.415
H 0.536 2.534 -8.232
H 1.612 0.988 -6.655
H -0.320 -0.312 -4.687
H -0.680 -2.661 -5.340
H 1.162 -4.300 -5.134
H 3.384 -3.565 -4.354
H 3.763 -1.248 -3.696

***

# 3
103
Properties=species:S:1:pos:R:3 method="wB97M-V/def2-TZVPD" multiplicity=5 total_charge=-1 max_force_ha_per_bohr=0.0587 relative_energy_kj_mol=103.5 e_lumo_ev="2.51 / 2.51" e_tot_ev=-124145.1273
Cr 0.069 0.422 0.318
C 2.872 3.101 4.181
N 1.528 3.382 3.698
C 0.540 2.507 4.320
C 1.502 3.246 2.264
O 1.532 2.161 1.716
N 1.523 4.422 1.600
C 1.455 5.705 2.249
C 1.389 4.453 0.163
H 3.158 2.051 4.030
H 2.914 3.331 5.247
H 3.587 3.733 3.655
H 0.393 2.840 5.350
H 0.852 1.457 4.320
H -0.387 2.592 3.759
H 1.497 5.558 3.324
H 0.525 6.219 1.987
H 2.293 6.331 1.924
H 1.386 3.434 -0.220
H 2.221 5.008 -0.281
H 0.450 4.936 -0.122
Cl -5.882 0.846 -2.601
C -4.498 -0.110 -2.995
C -4.657 -1.278 -3.732
C -3.535 -2.050 -4.018
C -2.284 -1.661 -3.592
C -2.135 -0.473 -2.880
Cl -0.592 0.040 -2.334
C -3.254 0.320 -2.553
N -3.118 1.472 -1.767
C -3.060 2.747 -2.304
C -3.303 2.978 -3.657
C -3.287 4.262 -4.169
C -3.015 5.336 -3.342
C -2.772 5.109 -1.996
C -2.794 3.835 -1.453
C -2.611 3.625 0.016
C -1.370 2.822 0.503
O -1.142 2.843 1.707
O -0.696 2.188 -0.361
H -5.639 -1.573 -4.065
H -3.649 -2.969 -4.574
H -1.411 -2.260 -3.794
H -2.508 1.339 -0.964
H -3.507 2.136 -4.305
H -3.480 4.416 -5.222
H -2.998 6.342 -3.738
H -2.584 5.950 -1.342
H -3.460 3.054 0.408
H -2.586 4.584 0.536
C 0.241 -5.829 0.087
C 1.710 -5.508 0.337
C 2.368 -4.978 -0.939
C 1.887 -4.563 1.534
N 1.151 -3.332 1.479
C 1.116 -2.371 0.539
N 0.466 -1.329 1.045
N 0.092 -1.690 2.278
N 0.497 -2.869 2.547
H 0.157 -6.635 -0.640
H -0.278 -4.965 -0.324
H -0.252 -6.136 1.007
H 2.228 -6.432 0.627
H 1.716 -4.268 -1.440
H 2.552 -5.797 -1.633
H 3.317 -4.496 -0.712
H 2.951 -4.322 1.650
H 1.552 -5.063 2.446
H 1.544 -2.427 -0.435
C 2.834 -0.785 -1.947
Si 2.397 0.364 -0.404
C 3.628 1.825 -0.788
C 3.507 -0.492 0.976
C 4.708 -1.144 0.714
C 5.455 -1.740 1.717
C 5.006 -1.708 3.025
C 3.817 -1.060 3.318
C 3.092 -0.458 2.305
H 3.439 -1.649 -1.687
H 3.390 -0.223 -2.691
H 1.943 -1.160 -2.442
H 4.623 1.449 -1.008
H 3.710 2.499 0.058
H 3.298 2.400 -1.648
H 5.079 -1.180 -0.301
H 6.389 -2.235 1.477
H 5.588 -2.170 3.812
H 3.453 -1.040 4.338
H 2.175 0.061 2.541
C -4.035 -4.516 -1.290
N -3.546 -3.314 -0.667
C -4.353 -2.494 0.046
C -3.884 -1.365 0.617
C -2.494 -1.025 0.404
O -1.995 0.045 0.827
N -1.724 -1.863 -0.309
C -2.171 -2.993 -0.835
O -1.475 -3.785 -1.461
H -5.124 -4.505 -1.311
H -3.683 -5.402 -0.752
H -3.638 -4.569 -2.303
H -5.389 -2.806 0.123
H -4.510 -0.711 1.201